A 2-piece molecular cluster, C9H14O overall at a distorted geometry. Source: OMol25; level of theory: wB97M-V/def2-TZVPD.

Last column: natural (NBO) charge in e.
Atoms and positions in Å:
C (0.7008, -2.3081, 2.5879)  -0.633
C (0.7424, -1.2777, 1.5032)  -0.039
C (0.8423, 0.0961, 1.8081)  -0.197
C (1.0378, 1.0650, 0.8379)  -0.250
C (1.0557, 0.7227, -0.5158)  0.287
O (0.6045, 1.6643, -1.4082)  -0.676
C (0.8994, -0.6182, -0.8095)  -0.279
C (0.6982, -1.6091, 0.1510)  -0.203
H (1.5389, -3.0093, 2.4911)  0.218
H (-0.2128, -2.9020, 2.4946)  0.221
H (0.8838, -1.9663, 3.6093)  0.221
H (0.8724, 0.4789, 2.8206)  0.210
H (1.2414, 2.0565, 1.2074)  0.220
H (0.4981, 1.3345, -2.2821)  0.480
H (0.9847, -0.9743, -1.8365)  0.206
H (0.6260, -2.6037, -0.2664)  0.214
C (-2.7822, 1.5713, -1.2122)  -0.617
C (-2.4543, 0.3882, -2.1738)  -0.613
H (-2.5832, 1.1664, -0.2058)  0.202
H (-2.1149, 2.4233, -1.2984)  0.216
H (-3.8422, 1.8214, -1.1581)  0.205
H (-2.0511, 0.8532, -3.0734)  0.192
H (-3.3014, -0.2497, -2.3505)  0.210
H (-1.5965, -0.1781, -1.7967)  0.205

Atoms 1-6, force components in eV/Å:
0.4 -0.9 0.0
-0.3 0.9 0.3
0.9 -0.4 -0.4
0.4 -0.1 0.2
-2.6 -0.3 0.6
1.4 1.3 1.0

## Properties
HOMO level in eV: -8.306
ΔE to the lowest compared entry with this formula, charge and spin in kcal per mole: 24.5
SMILES string: Cc1ccc(O)cc1.CC
Net charge: 0